Version 1
Below is a 8-piece molecular cluster, H16O8 overall, with properties calculated with wB97M-V/def2-TZVPD.

Results
Charge: +1
Multiplicity: 2
HOMO level (alpha / beta) in eV: -14.363 / -13.790
M in g/mol: 144.12
Gap between HOMO and LUMO (alpha / beta) in eV: 11.10 / 2.78

Structure (XYZ):
```
24
H16O8 | the OMol25 dataset | wB97M-V/def2-TZVPD
O 1.97 0.35 6.45
H 1.56 1.22 6.45
H 1.69 -0.05 7.27
O 1.64 3.46 4.43
H 1.11 4.03 3.86
H 1.59 3.87 5.29
O 5.12 -1.64 6.76
H 4.35 -1.34 7.23
H 5.23 -2.56 7.02
O 3.58 -0.75 9.26
H 3.56 -1.56 9.77
H 3.15 -0.10 9.81
O 1.58 0.47 3.25
H 1.45 0.27 4.18
H 1.08 -0.20 2.78
O 0.90 3.35 7.20
H 0.90 4.21 7.63
H 0.56 2.75 7.86
O -0.70 1.71 5.38
H 0.06 2.12 4.95
H -1.27 2.45 5.61
O 2.12 -2.93 6.67
H 2.52 -2.55 5.88
H 2.85 -3.34 7.13
```

In elementary charge units, the Mulliken charges are: -0.4959 0.3091 0.3796 -0.6155 0.3360 0.3335 -0.5504 0.2857 0.3145 -0.5775 0.3183 0.2833 -0.3236 0.3472 0.3960 -0.5660 0.2739 0.2859 -0.4371 0.3236 0.3596 -0.5991 0.3345 0.2845

---

Version 2
Below is a 8-piece molecular cluster, H16O8 overall, with properties calculated with wB97M-V/def2-TZVPD.

Results
Charge: +1
Multiplicity: 2
HOMO level (alpha / beta) in eV: -14.017 / -14.001
M in g/mol: 144.12
Gap between HOMO and LUMO (alpha / beta) in eV: 10.63 / 2.92

Structure (XYZ):
```
24
H16O8 | the OMol25 dataset | wB97M-V/def2-TZVPD
O -0.94 2.46 -0.73
H -0.74 2.52 -1.67
H -0.11 2.64 -0.30
O 2.76 -3.24 0.77
H 3.13 -3.44 -0.09
H 1.86 -2.98 0.60
O 0.84 -2.92 -1.48
H 0.04 -3.28 -1.10
H 0.73 -3.04 -2.42
O -1.04 -0.44 0.56
H -1.16 -0.05 -0.30
H -0.25 -0.98 0.47
O -3.53 2.17 -0.24
H -3.92 3.03 -0.06
H -2.67 2.37 -0.62
O -1.55 0.59 3.08
H -2.42 0.99 3.08
H -1.44 0.24 2.20
O 1.43 1.95 0.50
H 1.42 1.17 -0.04
H 2.35 2.17 0.60
O 1.50 -0.45 -0.69
H 2.32 -0.90 -0.48
H 1.39 -0.57 -1.63
```

In elementary charge units, the Mulliken charges are: -0.6918 0.3094 0.3330 -0.6232 0.3255 0.3094 -0.5820 0.3040 0.2825 -0.6241 0.3310 0.3425 -0.6410 0.3213 0.3830 -0.0462 0.4672 0.4780 -0.6762 0.4899 0.3020 -0.6949 0.2954 0.3053

---

Result of the stability comparison: version 2 is the most stable of them.

---

Version 1
Below is one molecule with the formula C4H7N5, with properties calculated with wB97M-V/def2-TZVPD.

Results
SMILES string: C1CN1Cc1nnn[nH]1
HOMO level in eV: -10.066
M in g/mol: 125.13
Gap between HOMO and LUMO in eV: 10.92

Structure (XYZ):
```
16
C4H7N5 | the OMol25 dataset | wB97M-V/def2-TZVPD
C -1.41 0.30 -0.04
C 1.76 0.12 -0.46
C 2.10 -0.47 0.85
C -0.29 0.16 0.92
N -3.10 0.95 -1.14
N -2.31 1.25 -0.11
N -1.66 -0.58 -1.05
N -2.74 -0.12 -1.70
N 0.77 -0.60 0.30
H 1.67 1.20 -0.53
H 2.09 -0.37 -1.37
H 2.67 -1.38 0.89
H 2.25 0.20 1.69
H 0.01 1.16 1.26
H -0.65 -0.40 1.80
H -1.16 -1.41 -1.30
```

In elementary charge units, the Mulliken charges are: 0.3378 -0.4679 -0.3281 -0.2457 -0.3014 -0.3367 0.2072 -0.4345 -0.3092 0.2525 0.2467 0.2379 0.2403 0.3104 0.3118 0.2789

---

Version 2
Below is one molecule with the formula C4H7N5, with properties calculated with wB97M-V/def2-TZVPD.

Results
SMILES string: [H]/N=c1/ccn(N)n1/C=N/[H]
HOMO level in eV: -8.460
M in g/mol: 125.13
Gap between HOMO and LUMO in eV: 9.15

Structure (XYZ):
```
16
C4H7N5 | the OMol25 dataset | wB97M-V/def2-TZVPD
C 1.44 1.33 -0.11
C 1.84 0.15 -0.51
C 0.73 -0.81 -0.47
C -1.67 -0.38 -0.01
H -0.31 2.76 1.44
H 0.44 1.44 2.17
H 1.92 2.29 0.02
H 2.77 -0.14 -1.00
H -0.18 -2.38 -0.69
H -2.28 0.47 0.22
H -3.11 -1.58 -0.39
N -0.30 1.75 1.49
N 0.01 1.27 0.22
N 0.77 -2.02 -0.87
N -0.31 -0.08 0.09
N -2.07 -1.56 -0.25
```

In elementary charge units, the Mulliken charges are: -0.5091 -0.4731 0.5299 0.0292 0.2558 0.2581 0.4087 0.4015 0.3672 0.3854 0.2616 -0.6130 -0.0713 -0.7922 0.1605 -0.5991

---

Result of the stability comparison: version 1 is the most stable of them.

---

Version 1
Below is a 2-piece molecular cluster, CH2ClO2S overall, with properties calculated with wB97M-V/def2-TZVPD.

Results
Charge: -1
HOMO level (alpha / beta) in eV: -4.240 / -4.236
M in g/mol: 113.54
Gap between HOMO and LUMO (alpha / beta) in eV: 6.16 / 6.21

Structure (XYZ):
```
7
CH2ClO2S | the OMol25 dataset | wB97M-V/def2-TZVPD
C -0.29 2.03 -1.33
O -0.56 -0.68 1.29
O 1.66 -1.63 1.21
S 0.38 -1.55 0.54
Cl -0.64 -3.52 0.77
H 0.62 2.70 -1.27
H -1.18 2.65 -1.21
```

In elementary charge units, the Mulliken charges are: -0.3648 -0.5271 -0.5095 0.5119 -0.4807 0.1769 0.1932

---

Version 2
Below is a 2-piece molecular cluster, CH2ClO2S overall, with properties calculated with wB97M-V/def2-TZVPD.

Results
Charge: -1
HOMO level (alpha / beta) in eV: -4.449 / -4.435
M in g/mol: 113.54
Gap between HOMO and LUMO (alpha / beta) in eV: 6.85 / 6.90

Structure (XYZ):
```
7
CH2ClO2S | the OMol25 dataset | wB97M-V/def2-TZVPD
C 0.62 -0.79 1.97
O -0.71 1.45 -0.61
O -1.64 -0.35 -1.94
S -0.56 0.06 -1.02
Cl 1.36 -0.06 -2.12
H -0.31 -0.41 1.46
H 1.24 0.09 2.26
```

In elementary charge units, the Mulliken charges are: -0.3337 -0.4851 -0.5437 0.4807 -0.4473 0.1442 0.1848

---

Version 3
Below is a 2-piece molecular cluster, CH2ClO2S overall, with properties calculated with wB97M-V/def2-TZVPD.

Results
Charge: -1
HOMO level in eV: -4.118
M in g/mol: 113.54
Gap between HOMO and LUMO in eV: 5.70

Structure (XYZ):
```
7
CH2ClO2S | the OMol25 dataset | wB97M-V/def2-TZVPD
C -0.34 0.22 -0.24
O 1.03 -1.93 0.52
O -1.27 -1.51 1.55
S -0.02 -1.01 0.86
Cl 1.66 2.71 -1.94
H -1.36 0.59 -0.07
H 0.30 0.92 -0.67
```

In elementary charge units, the Mulliken charges are: -0.3160 -0.4811 -0.5399 0.8102 -0.9211 0.2385 0.2094

---

Result of the stability comparison: version 3 is the most stable of them.

---

Version 1
Below is a 11-piece molecular cluster, C22H66O22 overall, with properties calculated with wB97M-V/def2-TZVPD.

Results
SMILES string: OCCO.OCCO.OCCO.OCCO.OCCO.OCCO.OCCO.OCCO.OCCO.OCCO.OCCO
HOMO level in eV: -9.569
M in g/mol: 682.75
Gap between HOMO and LUMO in eV: 9.78

Structure (XYZ):
```
110
C22H66O22 | the OMol25 dataset | wB97M-V/def2-TZVPD
C 4.31 2.52 -0.49
C 4.84 1.81 -1.74
O 3.71 1.13 -2.45
O 5.41 3.35 0.03
H 4.07 1.63 0.12
H 3.41 2.95 -0.95
H 5.44 0.98 -1.47
H 5.33 2.20 -2.64
H 3.09 1.89 -2.55
H 5.80 2.74 0.74
C 1.73 4.05 -5.06
C 0.99 3.17 -4.12
O 1.78 3.13 -2.93
O 1.25 3.86 -6.38
H 2.94 3.82 -4.75
H 1.53 5.04 -4.68
H 0.80 2.27 -4.73
H 0.00 3.69 -3.88
H 1.09 2.80 -2.28
H 1.62 3.11 -6.74
C 0.53 -3.39 -1.70
C -0.46 -3.75 -2.72
O 0.09 -4.09 -4.00
O -0.04 -3.14 -0.51
H 1.11 -2.43 -2.08
H 1.50 -4.31 -1.67
H -1.27 -3.18 -2.54
H -1.05 -4.62 -2.39
H -0.43 -4.72 -4.43
H 0.38 -2.72 0.23
C -3.61 -1.62 -4.12
C -2.57 -0.47 -4.15
O -2.41 0.08 -5.58
O -3.72 -2.09 -2.81
H -3.02 -2.34 -4.54
H -4.65 -1.21 -4.44
H -1.61 -0.91 -3.63
H -2.80 0.49 -3.64
H -3.02 0.65 -5.98
H -4.02 -2.93 -2.71
C 4.18 0.72 2.82
C 4.99 0.33 4.09
O 5.67 1.49 4.49
O 3.68 -0.50 2.26
H 4.99 1.23 2.06
H 3.42 1.22 2.89
H 5.72 -0.35 3.75
H 4.45 -0.02 5.04
H 6.48 1.35 4.92
H 4.41 -1.00 2.09
C -2.70 -2.18 1.49
C -3.25 -3.53 1.10
O -2.12 -4.30 1.22
O -3.83 -1.23 1.47
H -1.90 -1.87 0.83
H -2.43 -2.09 2.41
H -3.61 -3.58 0.23
H -4.10 -3.76 1.89
H -1.44 -3.95 0.54
H -3.55 -0.67 2.11
C 0.03 0.98 4.30
C 0.57 2.16 5.18
O 1.00 3.20 4.32
O -0.54 -0.01 5.08
H 0.83 0.67 3.66
H -0.81 1.42 3.60
H 1.48 2.01 5.76
H -0.27 2.28 5.84
H 0.25 3.63 4.16
H -0.01 -0.54 5.65
C -2.13 3.73 -0.15
C -2.15 3.10 1.22
O -2.18 1.66 1.12
O -2.43 5.08 -0.15
H -2.83 3.07 -0.47
H -1.05 3.69 -0.56
H -3.06 3.28 1.64
H -1.31 3.28 1.86
H -2.92 1.59 0.78
H -2.51 5.38 -1.08
C 0.81 0.11 0.31
C 0.17 0.06 -1.15
O -0.51 1.31 -1.35
O 1.62 -1.01 0.55
H 0.03 0.30 0.93
H 1.67 0.91 0.22
H -0.55 -0.66 -1.07
H 0.92 -0.06 -1.67
H -1.26 1.48 -0.73
H 2.32 -0.74 1.11
C -5.88 0.63 -1.80
C -4.88 1.09 -0.72
O -3.56 0.81 -1.09
O -7.17 0.81 -1.28
H -5.77 -0.41 -2.13
H -5.81 1.44 -2.62
H -5.05 0.60 0.02
H -5.06 2.14 -0.35
H -3.76 -0.05 -1.44
H -7.26 -0.14 -1.03
C 2.11 -4.91 4.09
C 2.39 -3.94 3.04
O 1.25 -3.39 2.49
O 3.21 -5.65 4.58
H 1.27 -5.63 3.76
H 1.77 -4.27 4.83
H 2.81 -4.68 2.47
H 3.15 -3.43 3.42
H 0.97 -2.52 2.86
H 2.99 -6.60 4.59
```

Atom charges from the Mulliken analysis, given in e for atoms 1 to 99: 0.5029 -0.4864 -0.4691 -0.5632 -0.1745 0.0510 0.2200 0.3685 0.3812 0.3773 -0.6085 0.0074 -0.5188 -0.4984 0.1699 0.3238 0.2593 0.1312 0.1579 0.3210 0.1669 -0.4338 -0.5308 -0.0732 0.0036 0.1844 0.0396 0.3788 0.3419 0.0393 -0.5861 0.5059 -0.5921 -0.4252 0.4747 0.2644 -0.2185 0.0826 0.2868 0.2184 -0.2065 -0.3134 -0.5317 -0.4079 -0.4345 0.7282 0.3804 0.2341 0.2797 0.1624 -0.0800 -0.6606 -0.5922 -0.5647 -0.1993 0.8032 0.4355 0.2333 0.3836 0.2844 1.1269 -0.7153 -0.4654 -0.6054 -0.3327 -0.2795 0.3609 0.3644 0.2657 0.3064 0.1452 -0.4786 -0.2133 -0.6197 0.2542 -0.0838 0.6033 0.1617 -0.2439 0.3771 0.1023 -2.0874 -0.0425 -0.5418 0.3970 -0.2035 -0.2371 2.3703 -0.1760 0.4485 -0.4047 -0.7492 0.2941 -0.5506 0.2743 0.1947 0.5566 0.4149 -0.3444

---

Version 2
Below is a 11-piece molecular cluster, C22H66O22 overall, with properties calculated with wB97M-V/def2-TZVPD.

Results
SMILES string: OCCO.OCCO.OCCO.OCCO.OCCO.OCCO.OCCO.OCCO.OCCO.OCCO.OCCO
HOMO level in eV: -9.710
M in g/mol: 682.75
Gap between HOMO and LUMO in eV: 9.55

Structure (XYZ):
```
110
C22H66O22 | the OMol25 dataset | wB97M-V/def2-TZVPD
C 2.35 2.50 -7.17
C 1.64 1.91 -8.41
O 2.06 0.56 -8.85
O 1.84 1.99 -6.01
H 2.37 3.59 -7.25
H 3.43 2.38 -7.16
H 1.60 2.59 -9.26
H 0.61 1.84 -8.07
H 1.81 0.38 -9.76
H 2.02 1.05 -6.06
C -1.64 4.44 8.39
C -0.32 5.00 9.13
O -0.63 5.51 10.44
O -2.12 3.41 9.17
H -1.33 3.95 7.47
H -2.32 5.27 8.22
H 0.10 5.74 8.45
H 0.42 4.22 8.96
H -1.24 4.90 10.87
H -2.81 2.87 8.78
C 3.02 -0.44 5.94
C 3.55 -0.93 7.40
O 4.32 0.05 8.04
O 4.01 -0.02 5.03
H 2.44 0.48 5.95
H 2.40 -1.16 5.41
H 4.14 -1.79 7.08
H 2.67 -1.07 8.03
H 4.96 0.39 7.41
H 4.15 -0.74 4.41
C -5.27 6.74 -1.74
C -5.37 8.28 -1.77
O -6.22 8.68 -0.75
O -4.10 6.37 -2.49
H -6.22 6.27 -2.00
H -4.95 6.44 -0.74
H -5.85 8.61 -2.70
H -4.37 8.70 -1.75
H -6.11 9.63 -0.67
H -4.25 6.33 -3.44
C -1.54 0.58 0.98
C -0.72 -0.08 -0.13
O -1.45 0.23 -1.34
O -2.67 -0.22 1.24
H -1.99 1.54 0.73
H -1.10 0.74 1.96
H -0.46 -1.12 0.06
H 0.27 0.35 -0.30
H -0.88 0.81 -1.84
H -3.18 -0.14 0.43
C -7.46 -6.44 -3.73
C -6.95 -4.97 -3.66
O -6.58 -4.44 -2.37
O -7.08 -6.91 -4.98
H -8.55 -6.41 -3.65
H -7.38 -7.00 -2.80
H -7.59 -4.20 -4.08
H -6.06 -4.75 -4.25
H -5.67 -4.60 -2.10
H -6.49 -7.66 -4.88
C 4.52 -6.24 2.18
C 5.13 -4.81 1.78
O 4.22 -3.84 1.30
O 3.85 -6.86 1.08
H 4.07 -6.35 3.16
H 5.34 -6.89 2.49
H 6.00 -4.83 1.13
H 5.45 -4.33 2.71
H 4.44 -3.60 0.40
H 3.42 -6.16 0.59
C -7.99 -0.27 6.64
C -9.45 -0.58 6.78
O -10.17 0.43 6.06
O -7.78 0.93 7.41
H -7.56 -0.25 5.64
H -7.53 -1.07 7.22
H -9.78 -0.71 7.81
H -9.67 -1.57 6.39
H -10.61 -0.10 5.39
H -7.64 1.63 6.76
C 8.07 3.97 -1.40
C 6.86 3.19 -0.87
O 5.60 3.68 -1.29
O 8.24 3.92 -2.83
H 8.97 3.62 -0.88
H 8.06 5.00 -1.06
H 6.62 3.56 0.13
H 6.84 2.10 -0.91
H 5.52 3.62 -2.25
H 7.75 4.72 -3.06
C 0.22 -4.88 -4.90
C 0.22 -5.41 -3.45
O -0.83 -4.77 -2.83
O 0.57 -3.48 -4.94
H -0.56 -5.36 -5.49
H 0.99 -5.44 -5.44
H 1.01 -5.04 -2.80
H 0.23 -6.50 -3.45
H -0.65 -3.83 -2.90
H 0.04 -3.05 -5.61
C 6.61 -0.84 -5.41
C 6.26 -1.99 -4.53
O 5.08 -1.77 -3.67
O 6.14 -1.12 -6.65
H 7.64 -0.49 -5.44
H 6.15 0.07 -5.02
H 7.13 -2.04 -3.89
H 6.16 -2.92 -5.10
H 4.34 -2.20 -4.10
H 5.19 -1.10 -6.68
```

Atom charges from the Mulliken analysis, given in e for atoms 1 to 99: -0.4228 -0.3934 -0.5264 -0.5026 0.3467 0.2402 0.3777 0.2849 0.2878 0.3095 -0.3812 -0.4045 -0.4945 -0.5253 0.3174 0.2818 0.3240 0.2542 0.3370 0.2913 -0.5046 -0.2536 -0.4956 -0.5336 0.2455 0.4011 0.2326 0.2965 0.3017 0.3098 -0.3700 -0.3094 -0.4998 -0.5256 0.2794 0.2537 0.2582 0.3084 0.3062 0.2987 -0.3998 -0.3131 -0.5109 -0.5205 0.2670 0.3012 0.2025 0.3529 0.3047 0.3170 -0.3721 -0.3301 -0.5387 -0.4871 0.1964 0.3694 0.2755 0.2937 0.2944 0.2988 -0.2897 -0.4104 -0.5084 -0.4917 0.2621 0.2893 0.3357 0.2087 0.2996 0.3045 -0.4135 -0.3461 -0.4967 -0.4993 0.3144 0.2328 0.2533 0.3359 0.3200 0.2990 -0.4268 -0.2870 -0.4954 -0.5016 0.3103 0.2775 0.2499 0.2957 0.2695 0.3085 -0.4319 -0.4028 -0.5193 -0.4534 0.3268 0.2997 0.2639 0.3108 0.3151

---

Result of the stability comparison: version 2 is the most stable of them.